20
Properties=species:S:1:pos:R:3:mulliken_spin:R:1 method="wB97M-V/def2-TZVPD" s_squared=0.769 total_energy_ev=-12882.129 multiplicity=2 total_charge=+1 gap_ev="9.68 / 5.68" homo_ha="-0.5057 / -0.5057"
C -0.96 1.22 1.86 0.00
C -0.76 2.39 0.95 0.00
O -1.31 2.82 0.02 0.00
O 0.44 2.87 1.23 0.00
H -0.15 0.41 1.77 0.00
H -1.92 0.73 1.64 0.00
H -0.84 1.37 2.98 0.00
C -1.36 -1.57 -1.16 0.00
C 0.95 -1.51 -0.74 -0.01
N 2.19 -2.00 -0.48 0.37
N -0.07 -2.33 -0.93 0.57
N 0.94 -0.09 -1.10 0.03
H 2.97 -1.39 -0.64 -0.01
H 2.43 -3.00 -0.30 -0.01
H 0.83 3.59 0.84 0.00
H 1.24 0.22 -1.97 0.00
H 0.50 0.59 -0.57 0.00
H -1.70 -1.54 -0.12 0.07
H -2.16 -2.24 -1.66 0.02
H -1.28 -0.55 -1.61 0.00